Entry 1:
21
Properties=species:S:1:pos:R:3 method="wB97M-V/def2-TZVPD" lumo_energy_ha=-0.1626 e_homo_ha=-0.54211 total_charge=+1 gap_ev=10.3263
C -0.00895 -2.04636 0.70082
C 0.56574 -0.87806 1.48108
C -0.51194 0.01234 2.12160
O 1.40780 -0.09726 0.56551
H 0.68194 -2.34616 -0.08951
H -0.93790 -1.79975 0.17667
H -0.18703 -2.88869 1.36280
H 1.21163 -1.23106 2.28513
H -1.22895 -0.63073 2.63045
H -1.08588 0.54755 1.36250
H -0.05684 0.72663 2.80568
H 1.88875 0.53060 1.11076
C -0.45853 0.27849 -2.54944
C -0.02178 2.30033 -1.27325
N -0.08591 1.03721 -1.33108
H -1.32866 -0.30247 -2.25285
H 0.37889 -0.37065 -2.79127
H -0.64876 0.99572 -3.33966
H -0.18339 2.91086 -2.15433
H 0.34184 2.75022 -0.35659
H 0.26794 0.50121 -0.46502

=====

Entry 2:
42
Properties=species:S:1:pos:R:3 method="wB97M-V/def2-TZVPD" lumo_energy_ha=0.0115 smiles="COc1ccc(C(=O)COC(=O)CCn2nnc(-c3cccs3)n2)cc1" e_homo_ha=-0.31755 gap_ev=8.9543
C -3.87955 -2.44919 -0.06988
H -4.45800 -2.08742 -0.92551
O -2.63934 -2.98910 -0.47240
C -1.70532 -2.15385 -0.96892
C -1.93043 -0.82717 -1.33690
C -0.88098 -0.05201 -1.78306
C 0.41893 -0.55507 -1.83665
C 0.62660 -1.90435 -1.53651
C -0.42124 -2.69210 -1.12244
H -0.27874 -3.73393 -0.88023
H 1.60917 -2.33692 -1.64235
C 1.50607 0.37634 -2.16658
O 1.35084 1.36771 -2.84162
C 2.89196 0.06320 -1.58911
H 3.40486 1.01351 -1.40595
H 3.45556 -0.51696 -2.32765
O 2.85693 -0.70356 -0.39195
C 3.06001 -0.06190 0.76680
O 3.38153 1.08732 0.86631
C 2.94214 -1.02462 1.94352
H 2.89901 -0.42337 2.85234
H 3.84535 -1.63672 1.97090
C 1.72205 -1.93199 1.83055
N 0.53845 -1.12873 1.73509
N -0.65142 -1.50973 2.11596
N -1.46615 -0.55019 1.85046
C -0.72886 0.43713 1.29332
N 0.54868 0.07435 1.21263
C -1.24006 1.69052 0.84324
C -2.54242 2.11616 0.85917
C -2.69123 3.40060 0.30903
C -1.50753 3.92641 -0.11263
S -0.18136 2.87196 0.15081
H -1.33645 4.88215 -0.56706
H -3.63350 3.91226 0.22943
H -3.34301 1.51972 1.25696
H 1.61498 -2.57731 2.70526
H 1.79464 -2.55334 0.93218
H -1.04537 0.97726 -2.06420
H -2.91332 -0.39088 -1.26151
H -4.41450 -3.26934 0.40533
H -3.73160 -1.64099 0.65214

=====

Entry 3:
14
Properties=species:S:1:pos:R:3 method="wB97M-V/def2-TZVPD" lumo_energy_ha=0.2542 e_homo_ha=-0.03557 total_charge=-2 gap_ev=7.8860
C -0.87065 -1.54981 -0.30050
C -1.99095 -0.55612 -0.70200
O -2.93656 -0.50277 0.12448
O -1.84197 -0.00816 -1.81062
H -0.70265 -2.45744 -0.91571
H -1.13216 -2.17235 0.57019
H 0.12388 -1.18350 -0.10213
C 0.71264 0.59733 1.41265
C 1.96688 0.74610 0.50123
O 1.94598 1.66159 -0.34871
O 2.90632 -0.05777 0.73250
H 1.03769 0.98190 2.38587
H 0.56422 -0.45619 1.63320
H -0.15447 1.05438 0.94684

=====

Entry 4:
115
Properties=species:S:1:pos:R:3 method="wB97M-V/def2-TZVPD" lumo_energy_ha="-0.0144 / -0.0144" e_homo_ha="-0.22672 / -0.22674" gap_ev="5.7772 / 5.7784"
Sr -0.52894 0.19843 1.23644
C -9.61417 1.55848 -2.81675
O -8.61424 0.67328 -3.29665
C -7.41376 0.52226 -2.71647
C -6.47789 -0.32309 -3.35483
C -5.29860 -0.60084 -2.69103
C -4.90775 0.13892 -1.58391
C -5.77727 1.08454 -1.08707
C -7.03910 1.22956 -1.55950
C -3.50376 -0.02234 -0.98987
C -3.33372 -1.17669 -0.20127
C -4.24116 -2.22085 -0.02465
C -3.52610 -3.31711 0.42002
C -2.17753 -2.87667 0.60769
N -2.13309 -1.54084 0.28884
C -1.08048 -3.67263 0.94332
C 0.23373 -3.26720 1.08532
C 1.37155 -4.16288 1.37552
C 2.51658 -3.41672 1.34557
C 2.09815 -2.09357 0.96541
C 2.95973 -0.97551 0.57808
C 4.42173 -1.23378 0.73189
C 5.02130 -1.30431 1.98356
C 6.36876 -1.70219 2.19643
C 7.10671 -2.03398 1.11391
O 8.43190 -2.28854 1.19171
C 9.01434 -2.31218 2.43827
C 6.50389 -2.09929 -0.13665
C 5.25049 -1.65028 -0.34465
C 2.58896 0.21364 -0.01026
N 1.32709 0.70634 -0.24719
C 1.49710 1.82358 -1.01688
C 0.51077 2.62005 -1.52677
C 0.81936 3.80898 -2.35583
C 0.24561 5.04974 -2.02886
C 0.44892 6.13428 -2.87868
C 1.17739 5.99061 -4.05823
O 1.56783 6.91980 -4.89224
C 0.92577 8.18093 -4.80837
C 1.70482 4.70877 -4.41439
C 1.51779 3.66504 -3.52439
C -0.87375 2.25208 -1.57912
C -1.80300 2.68028 -2.58488
C -2.96205 2.02405 -2.31280
C -2.69129 1.04475 -1.29435
N -1.42718 1.32612 -0.79733
C 2.90445 2.13636 -1.19700
C 3.58582 1.15735 -0.63323
N 0.78766 -2.01893 0.83645
C -1.43376 -5.09402 1.03542
C -1.93537 -5.68117 -0.13037
C -2.30183 -7.00278 -0.15392
C -2.12771 -7.70557 1.05236
O -2.36962 -9.08713 1.01613
C -1.74364 -9.81546 2.04418
C -1.73998 -7.13208 2.22782
C -1.32659 -5.82211 2.21852
H -10.43630 1.50299 -3.54197
H -9.19221 2.56518 -2.77110
H -9.94331 1.18771 -1.81492
H -6.83783 -0.83558 -4.27337
H -4.57082 -1.30518 -3.12142
H -5.49783 1.71486 -0.26775
H -7.70563 2.00596 -1.18696
H -5.29076 -2.24374 -0.28102
H -3.80129 -4.33277 0.56992
H 1.22240 -5.21641 1.46943
H 3.54553 -3.74991 1.46673
H 4.39633 -1.10750 2.84796
H 6.71892 -1.80460 3.22746
H 10.00567 -2.63891 2.18395
H 8.54028 -3.08492 3.11471
H 9.00788 -1.30695 2.90427
H 7.17879 -2.36926 -0.93319
H 4.88675 -1.65742 -1.32970
H -0.48120 5.18086 -1.19171
H 0.08227 7.11482 -2.75066
H 1.46118 8.87923 -5.40039
H 0.99420 8.61047 -3.80519
H -0.06615 8.08140 -5.17088
H 2.23458 4.65617 -5.36352
H 1.92840 2.68002 -3.76910
H -1.65238 3.48473 -3.29310
H -3.92350 2.15075 -2.88492
H 3.39940 2.98193 -1.61801
H 4.61073 1.10577 -0.36501
H -1.95734 -5.10020 -1.03356
H -2.67664 -7.50868 -1.01791
H -1.72884 -10.87446 1.64228
H -2.29215 -9.86430 3.01120
H -0.70255 -9.54520 2.23774
H -1.58736 -7.75921 3.08219
H -1.02531 -5.25863 3.13326
Br -2.89858 -0.91659 4.24976
C -1.21012 -0.94501 5.25937
Br 0.00090 -2.32091 4.60480
H -1.34399 -1.08463 6.30629
H -0.77965 -0.02225 5.00747
O 0.19010 1.72220 3.33679
C 0.41506 2.72447 2.67146
O -0.40638 2.99006 1.63884
C 1.53853 3.66542 2.85621
N 1.40360 4.80615 1.93313
C 2.61248 4.88618 1.06865
C 3.67861 4.07887 1.79329
C 2.87188 2.94097 2.44364
H 1.58857 3.99176 3.87132
H 1.35878 5.72077 2.37392
H 0.02012 3.82455 1.29069
H 2.87461 5.89601 0.88764
H 2.29218 4.39208 0.15875
H 4.04898 4.75601 2.58051
H 4.52346 3.75246 1.19338
H 3.26845 2.44718 3.33749
H 2.60361 2.15769 1.74628

=====

Entry 5:
84
Properties=species:S:1:pos:R:3 method="wB97M-V/def2-TZVPD" lumo_energy_ha=-0.0779 e_homo_ha=-0.36978 total_charge=+1 gap_ev=7.9424
Ba 0.22281 0.92249 -1.05820
O 0.35907 0.31888 1.49324
P -0.73215 0.03521 2.48792
C -2.30857 -0.36834 1.66851
P -2.25654 -1.49745 0.23645
O -1.84136 -0.75397 -1.00721
C -3.90245 -2.18378 0.07536
C -4.69744 -2.53190 1.16784
C -5.93700 -3.11568 0.96455
C -6.38817 -3.35240 -0.32674
C -5.60325 -3.00531 -1.41628
C -4.36164 -2.42193 -1.21826
C -1.11746 -2.83574 0.61233
C 0.13702 -2.84883 0.00178
C 1.03605 -3.86546 0.28074
C 0.68571 -4.87464 1.16583
C -0.56284 -4.87002 1.77322
C -1.46456 -3.85655 1.49501
C -1.11885 1.45271 3.51510
C -1.49565 2.63058 2.86365
C -1.75774 3.77739 3.59051
C -1.64407 3.75537 4.97565
C -1.26038 2.59394 5.62728
C -0.99317 1.44168 4.90083
C -0.33214 -1.35408 3.54213
C -1.26687 -1.90489 4.42090
C -0.90989 -2.97042 5.22905
C 0.38027 -3.48481 5.16418
C 1.30958 -2.93825 4.29278
C 0.95627 -1.87238 3.47678
H -2.77820 0.55552 1.31522
H -2.98519 -0.76594 2.42933
H -4.36052 -2.35383 2.18180
H -6.55265 -3.38293 1.81268
H -7.35749 -3.80683 -0.48208
H -5.95754 -3.18835 -2.42161
H -3.74571 -2.14937 -2.06502
H 0.40974 -2.08380 -0.71628
H 2.00333 -3.87273 -0.20348
H 1.38455 -5.67388 1.37559
H -0.83755 -5.66002 2.45930
H -2.44408 -3.87637 1.95654
H -1.56890 2.66586 1.78127
H -2.04283 4.68675 3.07926
H -1.84868 4.65155 5.54609
H -1.16071 2.58386 6.70426
H -0.67703 0.54427 5.41579
H -2.26697 -1.49097 4.49413
H -1.62997 -3.39289 5.91722
H 0.66006 -4.31331 5.80177
H 2.31285 -3.34057 4.24641
H 1.67168 -1.43682 2.79087
I 0.16452 3.94002 -2.21192
N 2.92183 0.42428 -0.90723
C 3.78508 1.12531 -1.23887
N 4.79400 1.89439 -1.57433
C 5.13819 3.02746 -0.69161
C 4.44198 4.28600 -1.18041
O 4.77627 4.53019 -2.53560
C 4.31057 3.48448 -3.36862
C 4.99216 2.17482 -3.01178
H 6.22071 3.15209 -0.73924
H 4.85643 2.77737 0.33009
H 4.77535 5.15084 -0.60889
H 3.35347 4.18841 -1.07523
H 4.55411 3.76877 -4.39263
H 3.22074 3.38170 -3.27266
H 6.06770 2.24655 -3.17984
H 4.58949 1.34278 -3.58817
C 2.13963 3.54295 -6.35716
C 2.46546 2.05697 -6.21172
C 1.44872 1.32020 -5.40622
N 1.69154 0.73330 -4.28706
N 0.57457 0.15865 -3.72578
C -0.50073 0.32907 -4.44663
N -1.72041 -0.16005 -4.09649
S -0.22246 1.22219 -5.89388
H 2.94849 4.05795 -6.87463
H 2.00103 4.00698 -5.37971
H 1.22814 3.69822 -6.93581
H 3.42134 1.92045 -5.70622
H 2.55495 1.58282 -7.19225
H -1.81635 -0.56395 -3.17399
H -2.53928 0.27823 -4.47954

=====

Entry 6:
14
Properties=species:S:1:pos:R:3 method="wB97M-V/def2-TZVPD" lumo_energy_ha=0.0212 smiles=N#CNNc1ccn[nH]1 e_homo_ha=-0.31836 gap_ev=9.2411
C 1.66909 0.27484 1.71520
C -1.22969 -0.43086 0.18025
C -1.58680 -1.46903 -0.71019
C -0.12908 0.19054 -0.42115
N 2.02296 -0.77942 1.96023
N -0.77891 -1.43338 -1.69545
N 0.13372 -0.45124 -1.57408
N 1.03911 1.36809 1.36178
N 0.48131 1.37156 -0.04511
H -1.84456 -0.07177 0.90146
H -2.41746 -2.17293 -0.60312
H 0.87700 -0.31661 -2.30630
H 0.68922 2.10265 1.96059
H 1.07407 1.81758 -0.72411

=====

no.,maximum force (eV Å⁻¹)
1,1.1
2,1.3
3,2.5
4,3.9
5,0.5
6,5.0